No. 1
{"formula": "C16H36BF4N4O4", "method": "the ωB97M-V functional and the def2-TZVPD basis", "elements": ["B", "F", "F", "F", "F", "C", "C", "N", "H", "H", "H", "C", "C", "N", "H", "H", "H", "C", "C", "N", "H", "H", "H", "C", "C", "N", "H", "H", "H", "C", "C", "O", "H", "H", "H", "H", "H", "H", "C", "C", "O", "H", "H", "H", "H", "H", "H", "C", "C", "O", "H", "H", "H", "H", "H", "H", "C", "C", "O", "H", "H", "H", "H", "H", "H"], "positions_angstrom": [[0.3837, -0.2569, -1.0388], [1.2337, 0.7301, -1.5728], [-0.3453, -0.8949, -2.0628], [1.2007, -1.2529, -0.3748], [-0.6003, 0.3021, -0.1928], [-1.0533, 3.6861, -0.2398], [-0.7123, 4.4291, 1.0032], [-0.4063, 5.0401, 1.9292], [-0.6713, 4.0751, -0.9758], [-0.6523, 2.6481, -0.0258], [-2.1333, 3.3881, -0.5248], [-3.3213, -3.5209, -1.5388], [-3.5373, -3.8919, -0.0758], [-3.6723, -4.2129, 1.0122], [-2.2793, -3.1289, -1.8288], [-3.5913, -4.4519, -2.1318], [-4.1513, -2.6429, -1.5308], [0.5137, -3.7289, 1.3832], [0.6137, -3.2049, 2.7992], [0.7077, -2.8009, 3.9442], [1.1267, -3.3319, 0.6072], [0.6147, -4.8739, 1.2572], [-0.4623, -3.5129, 0.9052], [4.3467, -1.6549, -0.5698], [4.1177, -3.1569, -0.4488], [4.0417, -4.3459, -0.3698], [5.4307, -1.4429, -0.7578], [3.8227, -1.2499, -1.4458], [4.2117, -1.0549, 0.2442], [-1.0273, 0.5171, -6.2228], [-0.3493, -0.2429, -5.1018], [-1.3783, -1.0049, -4.3918], [-1.5513, 1.2841, -5.7888], [-1.5463, -0.1069, -6.8898], [-0.3403, 1.1601, -6.8018], [0.1217, 0.4701, -4.3868], [0.5617, -0.9749, -5.0908], [-1.0333, -1.1589, -3.5728], [1.4117, 1.0451, 3.6482], [0.2547, 0.8271, 2.6852], [-0.9313, 1.5841, 3.3602], [1.9077, 1.9981, 3.7352], [2.0197, 0.1101, 3.5882], [1.0247, 0.9511, 4.5082], [0.1917, -0.1669, 2.4502], [0.2097, 1.2201, 1.7342], [-1.6043, 1.4031, 2.7822], [-3.9943, -0.2749, 3.1692], [-3.2413, -0.6839, 1.9652], [-2.8343, 0.6061, 1.3982], [-4.3203, -1.1589, 3.6522], [-4.7663, 0.7011, 3.0372], [-3.3053, -0.0129, 3.9992], [-4.0573, -1.0979, 1.4152], [-2.4223, -1.4319, 2.2772], [-2.3253, 0.3391, 0.5482], [3.5487, 3.9711, 0.6292], [2.9577, 2.7691, 0.0092], [2.8977, 2.7631, -1.3508], [4.6267, 4.0601, 0.5222], [3.5517, 3.8051, 1.7902], [3.0507, 4.9281, 0.2322], [2.0427, 2.5071, 0.4072], [3.4037, 1.7351, 0.2232], [2.4687, 1.8751, -1.5488]], "forces_ev_per_angstrom": [[0.2, -1.1, 0.3], [-0.4, -0.4, 0.1], [0.5, -0.1, 0.2], [-0.8, 1.1, -0.4], [0.7, 0.0, 0.0], [-4.6, -6.2, 8.2], [-1.0, 0.2, -0.6], [0.0, -0.2, -0.3], [4.4, 4.0, -7.7], [0.0, 1.1, -0.7], [1.3, 1.2, 1.2], [-1.6, 1.1, 1.3], [1.5, 0.1, -2.2], [-0.3, -0.1, 0.8], [-1.7, -0.6, 0.8], [0.1, 1.5, 0.5], [2.0, -2.0, -1.2], [-1.4, -1.9, 0.0], [0.7, 1.6, 4.5], [-0.6, -2.3, -6.7], [1.3, 0.8, 0.3], [0.0, 1.8, 0.9], [0.0, 0.0, 1.0], [1.7, -2.1, -2.9], [0.2, -2.9, 0.5], [0.2, 5.1, -0.4], [-0.6, -0.8, -0.2], [-0.1, -0.3, 0.4], [-1.3, 1.0, 2.5], [3.4, -0.5, -0.6], [1.2, -1.3, 2.7], [-1.1, 1.4, -4.6], [-2.2, 1.3, 1.2], [-1.0, -0.7, -0.7], [0.4, -0.8, -0.1], [-0.7, 0.2, -0.3], [-1.4, 1.0, -1.8], [1.3, -0.6, 3.5], [2.3, -1.1, -5.9], [-1.0, 4.1, 3.1], [4.5, -1.5, 1.3], [0.5, 0.2, -0.9], [0.5, 1.2, -0.2], [-3.3, -0.8, 6.6], [-1.2, -3.0, 0.5], [1.0, 1.6, -2.0], [-3.2, -0.5, -2.3], [-0.2, 2.9, 2.5], [0.1, 1.5, 0.8], [1.5, -2.5, -2.4], [-1.8, -0.9, 0.1], [1.9, -3.2, 0.2], [0.0, 0.8, -0.6], [0.2, -0.9, -1.5], [-1.0, 1.2, -1.0], [-0.9, 1.1, 2.0], [0.5, 0.9, 2.1], [1.7, -3.1, 0.7], [-0.7, -0.6, -2.7], [0.2, 0.0, -0.9], [-0.9, 0.8, -2.0], [0.6, -1.4, 1.0], [-2.7, 0.5, 1.1], [0.9, 1.4, 0.8], [0.6, 1.8, -0.1]], "nbo_charge": [1.3790, -0.5731, -0.5852, -0.5841, -0.5789, -0.6910, 0.3014, -0.3541, 0.2072, 0.2780, 0.2513, -0.7294, 0.2842, -0.3610, 0.2858, 0.2541, 0.2652, -0.7454, 0.3071, -0.3615, 0.2865, 0.2514, 0.2582, -0.7036, 0.3109, -0.3697, 0.2400, 0.2663, 0.2545, -0.6244, -0.0854, -0.7556, 0.2161, 0.2084, 0.2025, 0.1711, 0.1697, 0.4830, -0.6258, -0.0631, -0.7571, 0.2073, 0.2034, 0.2112, 0.1698, 0.1730, 0.4714, -0.6310, -0.0999, -0.7665, 0.2110, 0.2108, 0.2176, 0.1651, 0.1900, 0.5018, -0.6407, -0.0442, -0.7531, 0.2000, 0.2189, 0.2197, 0.1555, 0.1255, 0.4999], "largest_force_ev_per_a": 11.2, "e_tot_ha": -1575.5827, "total_charge": -1, "lumo_ev": 2.51, "gap_ev": 9.43, "molar_mass_g_mol": 435.29, "relative_energy_kcal_mol": 12.7}

---

No. 2
{"formula": "C18H27BiCl2N2O4", "method": "the ωB97M-V functional and the def2-TZVPD basis", "elements": ["O", "C", "C", "C", "H", "C", "H", "C", "H", "C", "H", "C", "H", "H", "C", "C", "H", "H", "H", "C", "C", "H", "H", "H", "H", "Bi", "Cl", "Cl", "H", "H", "C", "C", "N", "H", "C", "O", "H", "H", "H", "H", "H", "H", "C", "C", "N", "H", "C", "O", "H", "H", "H", "H", "O", "C"], "positions_angstrom": [[0.1752, 1.0400, -1.0348], [-0.8051, 1.3086, -1.8010], [-0.5192, 2.0274, -2.9986], [0.6862, 2.7831, -3.1123], [1.2696, 3.0048, -2.2075], [1.0936, 3.1889, -4.3862], [2.0381, 3.7412, -4.5042], [0.2878, 2.9289, -5.5139], [0.6114, 3.2512, -6.5056], [-0.9111, 2.2104, -5.3857], [-1.5330, 1.9962, -6.2639], [-1.3289, 1.7834, -4.1324], [-2.2583, 1.2514, -3.9456], [-1.7872, 0.8565, -1.6472], [-2.3893, 2.6787, 0.4422], [-2.2307, 1.2801, 0.8472], [-3.0821, 3.2245, 1.1067], [-2.7878, 2.7498, -0.5790], [-1.4232, 3.1991, 0.4379], [-2.7551, 0.5881, 1.8478], [-3.7482, 1.1177, 2.8606], [-2.4121, -0.4314, 2.0925], [-4.4278, 1.8268, 2.3845], [-3.2542, 1.6101, 3.7052], [-4.3317, 0.2963, 3.2763], [0.1366, -0.2677, 0.6458], [1.4364, 1.9842, 1.5579], [-1.2941, -1.8518, -0.9231], [4.3794, 0.5266, -1.6234], [5.6434, 1.5239, 0.0647], [3.5161, 0.3850, -0.9619], [4.9358, 1.2959, 0.8704], [4.0233, 0.2583, 0.4007], [2.9678, -0.5260, -1.2284], [3.4917, -0.6269, 1.2544], [2.4853, -1.3374, 0.9999], [5.4726, 0.9192, 1.7485], [4.0120, -0.6764, 2.2329], [2.8566, 1.2608, -1.0484], [4.3854, 2.2102, 1.1417], [-1.5484, -5.4938, 3.5709], [-0.4821, -6.4086, 1.2275], [-1.9053, -4.6481, 2.9717], [-0.9907, -5.5249, 0.8265], [-1.0257, -4.4644, 1.8261], [-1.9170, -3.7403, 3.5751], [-0.2835, -3.3633, 1.6796], [-0.4029, -2.3288, 2.3866], [-0.4499, -5.1502, -0.0451], [0.4431, -3.4121, 0.8401], [-2.9127, -4.8818, 2.6127], [-2.0116, -5.7991, 0.5439], [0.6019, 0.3682, 4.4760], [0.2593, 0.2582, 3.3939]], "forces_ev_per_angstrom": [[-1.9, 1.8, -3.2], [2.3, -1.1, 1.2], [0.7, 1.0, -1.4], [-0.5, -0.5, -0.5], [-0.3, -0.2, -0.5], [-0.2, 0.3, 0.2], [-0.6, -0.3, 0.0], [-0.1, -0.5, 0.4], [-0.1, -0.1, 0.3], [0.0, 0.3, -0.2], [0.4, 0.2, 0.4], [0.5, 0.3, 1.0], [0.1, -0.1, -0.4], [0.0, 0.0, 0.4], [-0.4, 0.5, 0.0], [2.7, -2.7, 0.4], [0.2, 0.0, -0.2], [0.0, 0.1, 0.1], [-0.1, 0.0, 0.1], [-0.3, 0.2, 1.0], [-0.3, -0.1, -0.3], [-0.2, 0.4, -0.3], [-0.1, 0.0, 0.2], [0.0, 0.0, -0.1], [-0.2, 0.0, 0.0], [-2.7, 0.8, 1.7], [0.2, 0.1, -0.3], [0.1, -0.2, -0.3], [-0.2, -0.1, 0.0], [0.0, -0.1, 0.3], [0.0, 0.2, 0.2], [-0.1, -0.1, 0.0], [0.0, -0.2, 0.1], [0.2, 0.3, 0.0], [-1.1, -0.3, -0.4], [2.0, 0.5, 0.4], [0.0, 0.2, -0.2], [-0.3, 0.0, -0.3], [0.1, -0.2, 0.1], [0.1, -0.3, -0.1], [-0.1, 0.1, 0.0], [-0.1, 0.0, -0.1], [0.0, -0.1, -0.2], [0.3, 0.2, 0.3], [0.1, -0.1, 0.1], [0.0, -0.1, -0.1], [-0.4, 1.4, 0.6], [0.4, -1.6, -1.0], [-0.2, -0.2, 0.0], [-0.4, 0.0, 0.4], [0.1, 0.1, 0.1], [0.2, 0.1, 0.0], [-0.5, -0.1, -1.6], [0.4, -0.1, 2.1]], "nbo_charge": [-0.7109, 0.4883, -0.2044, -0.1238, 0.2431, -0.2244, 0.2249, -0.1579, 0.2234, -0.2272, 0.2272, -0.1269, 0.2276, 0.2223, -0.7161, -0.2563, 0.2112, 0.1981, 0.2357, -0.2700, -0.6672, 0.1828, 0.2037, 0.2097, 0.2062, 1.6647, -0.7259, -0.7165, 0.2011, 0.1990, -0.4264, -0.4076, -0.3985, 0.2326, 0.5565, -0.7111, 0.2098, 0.1432, 0.2225, 0.2285, 0.1964, 0.1921, -0.4189, -0.4019, -0.4059, 0.2462, 0.5549, -0.7001, 0.2254, 0.1543, 0.2014, 0.2074, -0.5119, 0.5695], "largest_force_ev_per_a": 4.1, "e_tot_ha": -2247.4972, "total_charge": 0, "lumo_ev": [-1.01, -1.01], "gap_ev": [5.62, 5.62], "molar_mass_g_mol": 615.31, "relative_energy_kcal_mol": 37.2}

---

No. 3
{"formula": "C16H11AuBrN3S", "method": "the ωB97M-V functional and the def2-TZVPD basis", "elements": ["Au", "N", "C", "C", "C", "C", "C", "C", "N", "C", "C", "C", "S", "C", "N", "H", "H", "H", "H", "H", "H", "H", "Br", "C", "C", "C", "C", "C", "C", "H", "H", "H", "H"], "positions_angstrom": [[2.2232, 0.6363, -0.7671], [-0.4276, -2.2211, 0.4945], [-0.8084, -2.2795, -0.8270], [-2.0599, -2.6096, -1.3421], [-2.1402, -2.6427, -2.7340], [-1.0827, -2.1632, -3.5378], [0.1056, -1.7053, -2.9903], [0.2367, -1.6817, -1.5664], [1.1959, -1.2189, -0.6385], [0.7797, -1.5976, 0.5995], [1.2998, -1.2046, 1.9001], [0.6709, -1.4268, 3.1213], [1.5979, -0.8669, 4.4207], [2.7527, -0.2450, 3.2499], [2.5015, -0.4534, 1.9871], [-0.9620, -2.5731, 1.2747], [-2.9261, -2.8704, -0.6752], [-3.0016, -3.0085, -3.2240], [-1.2716, -2.1144, -4.5759], [1.0185, -1.4876, -3.5860], [-0.3443, -1.9031, 3.2354], [3.5856, 0.3559, 3.6519], [-2.2807, 5.1729, 1.2277], [-1.0978, 3.7958, 0.5767], [-1.1773, 3.2870, -0.7009], [-0.1368, 2.4557, -1.1324], [1.0059, 2.2206, -0.3320], [1.0266, 2.7279, 0.9745], [-0.0067, 3.5475, 1.4036], [-2.0359, 3.4906, -1.3573], [-0.2558, 1.9213, -2.0547], [1.9547, 2.6208, 1.5159], [0.0601, 4.0412, 2.4081]], "forces_ev_per_angstrom": [[-0.3, 1.0, -0.2], [0.1, -0.1, 0.4], [-0.2, 1.0, 0.3], [-0.5, -1.0, -0.4], [0.8, 0.9, 1.0], [0.2, -0.1, 1.4], [1.4, 0.2, 0.7], [-0.7, -0.9, 0.4], [-0.2, -2.3, 0.9], [-0.7, 0.7, -2.4], [0.9, 0.9, 1.1], [-1.1, -0.9, -1.6], [0.5, 0.5, -0.8], [0.1, 0.4, 0.2], [-1.1, -1.1, 1.3], [0.1, 0.1, -0.2], [1.1, 0.1, -0.8], [-0.9, -0.1, -0.3], [0.2, -0.2, -1.0], [-1.0, 0.3, 0.2], [1.5, 0.6, 0.1], [-0.4, -0.5, -0.5], [-0.1, -0.4, -0.3], [0.4, 1.0, 0.6], [-0.2, -0.4, -0.4], [0.2, 0.1, 1.0], [-0.2, 0.0, -0.3], [0.0, 0.7, -1.1], [0.1, 0.3, 1.3], [0.4, 0.0, 0.4], [0.1, 0.1, -0.5], [-0.2, -0.1, 0.5], [-0.2, -0.5, -1.1]], "nbo_charge": [0.5756, -0.5083, 0.0987, -0.2214, -0.1999, -0.2241, -0.1999, 0.1123, -0.5550, 0.3838, 0.0447, -0.4366, 0.4519, -0.1116, -0.3903, 0.4176, 0.2228, 0.2155, 0.2199, 0.2336, 0.2441, 0.2301, 0.0042, -0.0895, -0.2526, -0.2594, -0.3593, -0.2637, -0.2498, 0.2249, 0.2094, 0.2110, 0.2211], "largest_force_ev_per_a": 2.6, "e_tot_ha": -3888.4084, "total_charge": 0, "lumo_ev": -0.46, "gap_ev": 6.76, "molar_mass_g_mol": 554.22, "relative_energy_kcal_mol": 23.5}